C54H51As2Br3N2O2Sn as an isolated structure. Source: OMol25; level of theory: ωB97M-V/def2-TZVPD.

The value obtained for the HOMO-LUMO gap (spin up / spin down) is 5.7 / 4.4 eV. The relative energy (zero: lowest compared OMol25 entry of this formula, charge and spin) is 8.8 kJ/mol. The charge is -2.

```
115
C54H51As2Br3N2O2Sn, DFT ωB97M-V/def2-TZVPD
Sn 0.170 0.434 0.809
Br -2.994 3.177 0.877
Br -1.237 -0.124 3.592
Br -4.836 0.536 0.835
As -0.955 -2.027 -1.640
As 1.096 -4.020 0.925
O -1.428 1.532 -1.741
O 1.438 -0.967 -0.264
N 2.455 1.720 -1.225
N 1.136 1.668 -1.068
C 2.370 -3.321 -3.814
C 3.684 2.541 2.762
C -0.644 -3.116 1.147
C 1.378 -2.581 -3.182
C -0.371 4.755 3.656
C -2.529 -2.585 -2.714
C 2.348 -4.706 -3.747
C -4.828 -3.112 -4.240
C -3.577 -3.504 -4.695
C -0.090 -8.277 2.753
C 0.524 2.816 -1.549
C 0.351 -3.215 -2.490
C -0.992 -7.582 1.962
C 3.402 -3.202 2.431
C 1.175 4.034 -1.778
C -2.703 1.328 -2.300
C 1.974 0.960 1.922
C 2.163 1.425 4.376
C 1.352 -2.902 3.648
C 6.535 2.132 -1.557
C 1.332 -5.348 -3.048
C 5.189 1.988 -1.338
C 0.483 5.040 1.438
C 2.650 -0.715 -0.708
C -1.533 3.882 -2.309
C 0.494 5.159 -2.230
C 3.504 -1.824 -0.951
C 1.470 -6.454 2.539
C -3.802 1.781 1.916
C 2.245 2.022 2.965
C 1.286 3.206 2.809
C -0.662 -6.326 1.465
C 5.416 -0.423 -1.379
C 1.279 3.919 1.607
C -1.541 -3.098 -0.079
C 4.124 -2.761 3.534
C 0.571 -5.742 1.745
C -0.867 5.099 -2.480
C 4.584 0.713 -1.241
C 2.016 -3.290 2.487
C 0.420 3.621 3.815
C -0.852 2.758 -1.872
C -3.793 -2.181 -2.278
C 6.799 -0.249 -1.614
C 0.342 -4.604 -2.423
C 7.359 0.997 -1.703
C 1.143 -7.705 3.041
C 3.458 -2.398 4.694
C 2.070 -2.453 4.744
C 3.158 0.583 -1.021
C -2.440 -3.241 -3.939
C -0.329 5.480 2.477
C -4.932 -2.446 -3.026
C 4.827 -1.711 -1.277
H -1.412 5.970 -2.824
H -4.491 2.241 2.613
H 8.423 1.109 -1.874
H 4.551 2.855 -1.235
H -0.348 -9.252 3.148
H -1.171 -3.615 1.964
H -2.591 3.815 -2.527
H -1.472 -3.561 -4.310
H 4.016 -2.034 5.548
H 2.894 0.498 1.562
H -5.714 -3.317 -4.828
H -1.384 -5.798 0.854
H 3.923 -3.451 1.514
H 3.177 -2.811 -4.325
H -5.899 -2.121 -2.662
H 1.185 0.985 4.562
H 2.375 2.189 5.134
H -3.895 -1.632 -1.348
H 6.968 3.125 -1.614
H -1.960 -8.011 1.732
H -1.812 -4.103 -0.418
H 7.416 -1.136 -1.717
H 1.429 -1.497 -3.187
H -0.965 6.347 2.344
H 5.203 -2.679 3.473
H -0.438 -5.121 -1.873
H -3.482 -4.019 -5.643
H 1.035 6.087 -2.374
H 0.480 5.550 0.483
H -3.025 1.207 2.416
H -0.439 -2.104 1.497
H 2.910 0.635 4.465
H -1.039 5.054 4.456
H 4.391 1.728 2.944
H 1.320 -6.429 -2.974
H 0.271 -2.908 3.692
H 3.907 3.363 3.452
H -3.480 1.848 -1.732
H 1.853 -8.234 3.666
H 3.846 2.889 1.741
H 2.238 4.071 -1.585
H 5.432 -2.595 -1.451
H -2.478 -2.605 0.199
H 3.132 -5.285 -4.221
H -2.888 0.255 -2.250
H 0.353 3.056 4.735
H 1.541 -2.116 5.626
H -2.731 1.658 -3.345
H 2.431 -6.015 2.785
H 1.887 3.570 0.781
H 3.048 -2.803 -0.855
```